Entry 1:
{
  "formula": "C30H31NOP2Pr",
  "method": "wB97M-V/def2-TZVPD",
  "symbols": ["C", "C", "C", "C", "C", "C", "C", "C", "C", "C", "C", "C", "C", "H", "H", "H", "H", "H", "H", "H", "N", "Pr", "C", "H", "H", "C", "H", "H", "P", "P", "C", "H", "H", "H", "C", "H", "H", "H", "C", "H", "H", "H", "C", "H", "H", "H", "C", "O", "H", "C", "C", "C", "C", "C", "C", "C", "C", "C", "C", "H", "H", "H", "H", "H", "H", "H"],
  "xyz": [[2.663, -2.498, 2.393], [2.814, -1.334, 1.652], [2.718, -1.484, 0.230], [1.667, -2.378, -0.238], [1.341, -3.482, 0.603], [1.944, -3.610, 1.876], [1.018, -2.022, -1.401], [1.584, -1.103, -2.261], [2.641, -0.258, -1.719], [2.687, 1.087, -2.192], [2.351, 1.277, -3.523], [1.594, 0.307, -4.239], [1.124, -0.806, -3.569], [3.006, -2.554, 3.438], [0.570, -4.181, 0.257], [1.777, -4.510, 2.451], [-0.085, -2.453, -1.606], [2.573, 2.241, -4.020], [1.316, 0.481, -5.290], [0.343, -1.455, -3.990], [3.296, -0.603, -0.595], [-1.352, 0.918, 0.453], [2.860, 0.038, 2.238], [3.466, 0.700, 1.617], [3.167, -0.012, 3.287], [2.825, 2.200, -1.199], [3.523, 1.916, -0.410], [3.095, 3.119, -1.718], [1.108, 0.851, 2.289], [1.173, 2.592, -0.329], [0.357, 3.488, -1.708], [-0.625, 3.875, -1.403], [0.999, 4.341, -1.973], [0.232, 2.839, -2.577], [1.803, 4.052, 0.572], [1.974, 4.852, -0.157], [1.077, 4.417, 1.315], [2.739, 3.820, 1.082], [0.338, -0.291, 3.503], [1.033, -0.372, 4.351], [-0.619, 0.113, 3.865], [0.172, -1.277, 3.062], [1.587, 2.139, 3.514], [0.732, 2.802, 3.735], [1.877, 1.622, 4.445], [2.416, 2.748, 3.149], [-1.246, 3.094, 1.930], [-1.127, 4.070, 2.571], [-0.358, -0.428, -0.268], [-5.824, -0.587, -2.267], [-4.695, 0.275, -2.273], [-3.521, -0.077, -1.625], [-3.482, -1.225, -0.796], [-2.398, -1.543, 0.050], [-2.393, -2.641, 0.856], [-3.508, -3.523, 0.849], [-4.601, -3.267, 0.043], [-4.653, -2.101, -0.770], [-5.782, -1.760, -1.546], [-6.738, -0.377, -2.852], [-4.795, 1.197, -2.832], [-2.593, 0.478, -1.835], [-1.560, -2.905, 1.534], [-3.518, -4.415, 1.473], [-5.472, -3.927, 0.023], [-6.633, -2.492, -1.525]],
  "e_tot_ev": -67785.484,
  "homo_energy_ev": [-10.0, -9.9],
  "spin_multiplicity": 3,
  "s_squared": 2.04,
  "charge": 1,
  "lumo_ev": [-4.38, -4.34],
  "gap_ev": [5.60, 5.59],
  "relative_energy_kj_mol": 0.0
}



Entry 2:
{
  "formula": "C4H9N3O",
  "method": "wB97M-V/def2-TZVPD",
  "symbols": ["C", "C", "N", "N", "C", "C", "N", "O", "H", "H", "H", "H", "H", "H", "H", "H", "H"],
  "xyz": [[-1.173, -0.609, -1.074], [-0.120, 1.523, -0.481], [-0.128, 0.063, -0.289], [1.539, -1.017, 0.616], [1.345, -0.567, -0.585], [-0.042, -0.384, 1.285], [-0.002, 0.551, 2.153], [1.831, -0.541, -1.682], [2.422, -1.277, 1.031], [-0.423, 0.279, 3.033], [-0.614, -1.312, 1.374], [-1.159, -1.676, -0.857], [0.180, 1.740, -1.506], [-1.116, 1.917, -0.278], [-2.149, -0.196, -0.816], [-0.972, -0.467, -2.137], [0.582, 1.973, 0.213]],
  "e_tot_ev": -10809.692,
  "homo_energy_ev": -8.6,
  "lumo_ev": 0.79,
  "gap_ev": 9.36,
  "relative_energy_kj_mol": 267.2
}



Entry 3:
{
  "formula": "C12H13MgNO3",
  "method": "wB97M-V/def2-TZVPD",
  "symbols": ["C", "C", "C", "C", "C", "O", "C", "C", "C", "O", "N", "C", "C", "C", "C", "O", "H", "H", "H", "H", "H", "H", "H", "H", "H", "H", "H", "H", "H", "Mg"],
  "xyz": [[-2.445, 0.013, -3.571], [-3.035, -0.335, -2.419], [-2.436, -0.043, -1.126], [-1.494, 0.889, -0.900], [-0.991, 1.041, 0.483], [-0.725, 2.098, 1.012], [-0.870, -0.240, 1.262], [0.250, -0.394, 2.254], [1.613, -0.380, 1.666], [2.576, -0.873, 2.321], [1.873, 0.150, 0.419], [2.091, 1.642, 0.469], [2.919, -0.550, -0.293], [-1.810, -1.154, 1.068], [-2.896, -0.833, 0.072], [-4.039, -1.149, 0.261], [-3.011, 0.316, -4.443], [-1.363, 0.014, -3.669], [-3.958, -0.906, -2.399], [-1.096, 1.521, -1.683], [0.159, -1.363, 2.754], [0.203, 0.379, 3.035], [1.679, 2.048, 1.389], [3.168, 1.823, 0.449], [1.602, 2.119, -0.374], [2.666, -1.603, -0.441], [3.040, -0.114, -1.284], [3.941, -0.431, 0.194], [-1.837, -2.110, 1.578], [4.227, -1.575, 1.916]],
  "e_tot_ev": -25711.426,
  "homo_energy_ev": -13.8,
  "charge": 2,
  "lumo_ev": -11.58,
  "gap_ev": 2.18
}



Entry 4:
{
  "formula": "C2HNOS",
  "method": "wB97M-V/def2-TZVPD",
  "symbols": ["C", "C", "N", "O", "S", "H"],
  "xyz": [[2.203, 0.672, 0.338], [-0.905, -3.675, 0.321], [1.692, 1.751, 0.053], [-0.666, -3.242, -0.715], [2.728, -0.761, 0.138], [0.871, 2.240, 0.608]],
  "e_tot_ev": -16461.777,
  "homo_energy_ev": -9.6,
  "lumo_ev": 0.39,
  "gap_ev": 9.99,
  "relative_energy_kj_mol": 73.0
}



Entry 5:
{
  "formula": "C22H41ClFN5O3S",
  "method": "wB97M-V/def2-TZVPD",
  "symbols": ["C", "C", "C", "Cl", "N", "C", "C", "C", "O", "S", "O", "O", "F", "H", "H", "H", "H", "H", "H", "H", "H", "H", "H", "H", "H", "H", "C", "C", "C", "C", "N", "H", "H", "H", "H", "H", "H", "H", "C", "C", "C", "C", "N", "H", "H", "H", "H", "H", "H", "H", "C", "C", "C", "C", "N", "H", "H", "H", "H", "H", "H", "H", "C", "C", "C", "C", "N", "H", "H", "H", "H", "H", "H", "H"],
  "xyz": [[-4.424, 1.395, -0.589], [-3.609, 2.471, -1.362], [-2.084, 2.559, -1.040], [-1.189, 3.041, -2.565], [-1.431, 1.405, -0.441], [-1.574, 1.252, 1.016], [-0.317, 1.804, 1.788], [-0.320, 3.357, 1.879], [0.386, 3.940, 0.774], [-1.445, -0.010, -1.338], [-0.034, -0.355, -1.650], [-2.221, 0.025, -2.584], [-2.012, -1.277, -0.469], [-5.470, 1.465, -0.956], [-4.479, 1.661, 0.486], [-4.111, 0.352, -0.758], [-4.050, 3.457, -1.100], [-3.757, 2.382, -2.455], [-1.929, 3.415, -0.357], [-1.750, 0.225, 1.374], [-2.422, 1.877, 1.364], [0.619, 1.386, 1.371], [-0.430, 1.412, 2.823], [-1.350, 3.763, 1.889], [0.183, 3.699, 2.807], [0.888, 3.243, 0.353], [-0.850, -3.869, 1.745], [-0.886, -4.108, 3.246], [-2.308, -4.181, 3.807], [-3.021, -2.909, 3.662], [-3.579, -1.913, 3.548], [-1.299, -2.908, 1.482], [0.181, -3.862, 1.391], [-1.385, -4.656, 1.209], [-0.326, -3.318, 3.755], [-0.376, -5.049, 3.466], [-2.266, -4.442, 4.867], [-2.867, -4.975, 3.307], [-0.189, 6.558, -2.979], [-1.018, 7.655, -3.633], [-1.854, 8.447, -2.625], [-2.865, 7.612, -1.971], [-3.653, 6.958, -1.454], [-0.824, 5.813, -2.501], [0.417, 6.046, -3.728], [0.485, 6.972, -2.225], [-1.668, 7.215, -4.393], [-0.349, 8.347, -4.150], [-2.355, 9.270, -3.139], [-1.204, 8.894, -1.870], [3.461, -3.820, 3.642], [3.949, -5.254, 3.806], [3.853, -6.071, 2.516], [2.469, -6.247, 2.075], [1.385, -6.362, 1.719], [2.403, -3.785, 3.375], [3.586, -3.270, 4.577], [4.027, -3.300, 2.866], [3.379, -5.743, 4.600], [4.993, -5.239, 4.129], [4.299, -7.055, 2.678], [4.430, -5.588, 1.724], [4.575, -2.231, -3.897], [3.113, -2.653, -3.975], [2.316, -2.300, -2.716], [2.798, -3.020, -1.537], [3.180, -3.577, -0.609], [5.098, -2.747, -3.091], [5.086, -2.470, -4.831], [4.662, -1.155, -3.730], [3.056, -3.729, -4.162], [2.646, -2.157, -4.829], [1.265, -2.546, -2.875], [2.363, -1.225, -2.534]],
  "e_tot_ev": -63145.098,
  "smiles": "CC[C@H](Cl)N(CCCO)S(=O)(=O)F.CCCC#N.CCCC#N.CCCC#N.CCCC#N",
  "homo_energy_ev": -10.3,
  "lumo_ev": 0.54,
  "gap_ev": 10.79
}



Entry 6:
{
  "formula": "C36H47Br2N5O4Rb",
  "method": "wB97M-V/def2-TZVPD",
  "symbols": ["Rb", "C", "C", "C", "C", "C", "C", "C", "C", "C", "C", "C", "C", "C", "C", "C", "C", "C", "H", "H", "H", "H", "H", "H", "H", "H", "H", "H", "H", "H", "H", "H", "H", "H", "H", "H", "H", "H", "H", "H", "H", "H", "H", "H", "H", "H", "H", "N", "C", "C", "N", "H", "H", "H", "H", "H", "H", "H", "H", "Br", "C", "C", "C", "N", "C", "C", "C", "C", "C", "Br", "C", "C", "N", "H", "H", "H", "H", "H", "H", "O", "C", "O", "C", "C", "C", "C", "C", "C", "N", "O", "O", "H", "H", "H", "H"],
  "xyz": [[0.561, 0.377, 0.118], [-1.294, -1.076, -1.857], [-1.824, -1.501, -0.610], [-2.616, -0.417, -0.116], [-2.515, 0.634, -1.068], [-1.709, 0.231, -2.139], [-1.386, 1.014, -3.396], [-2.147, 0.420, -4.590], [0.118, 0.957, -3.694], [-1.788, 2.482, -3.246], [-3.451, -0.236, 1.156], [-4.323, 1.025, 1.051], [-4.439, -1.384, 1.402], [-2.563, -0.019, 2.395], [-1.561, -2.930, -0.117], [-0.293, -3.502, -0.776], [-1.300, -3.059, 1.390], [-2.721, -3.859, -0.517], [-0.659, -1.670, -2.501], [-3.008, 1.592, -0.996], [-1.869, -0.626, -4.736], [-1.931, 0.968, -5.514], [-3.223, 0.453, -4.407], [0.453, -0.077, -3.800], [0.697, 1.411, -2.885], [0.355, 1.484, -4.625], [-2.864, 2.581, -3.083], [-1.528, 3.045, -4.148], [-1.275, 2.936, -2.394], [-5.001, 0.966, 0.197], [-3.718, 1.925, 0.937], [-4.919, 1.133, 1.964], [-5.087, -1.508, 0.532], [-5.068, -1.162, 2.272], [-3.954, -2.337, 1.585], [-1.954, 0.875, 2.237], [-1.885, -0.850, 2.576], [-3.166, 0.133, 3.298], [0.587, -2.897, -0.541], [-0.384, -3.566, -1.860], [-0.111, -4.513, -0.400], [-0.450, -2.440, 1.692], [-1.049, -4.097, 1.631], [-2.150, -2.781, 2.006], [-2.835, -3.850, -1.603], [-3.667, -3.535, -0.087], [-2.528, -4.889, -0.197], [2.964, 1.595, -1.430], [3.149, 3.030, -1.275], [2.422, 3.541, -0.040], [0.977, 3.381, -0.155], [3.364, 1.070, -0.653], [3.398, 1.250, -2.277], [2.739, 3.531, -2.160], [4.203, 3.335, -1.199], [2.735, 4.579, 0.143], [2.750, 2.959, 0.827], [0.593, 3.983, -0.873], [0.514, 3.575, 0.727], [3.682, 1.625, 6.945], [2.768, 1.510, 5.293], [3.330, 0.837, 4.231], [2.616, 0.792, 3.037], [1.423, 1.370, 2.883], [0.900, 2.015, 3.926], [1.529, 2.114, 5.159], [-0.446, 2.629, 3.714], [-1.445, 2.456, 4.665], [-2.697, 2.974, 4.386], [-4.109, 2.726, 5.612], [-2.923, 3.641, 3.200], [-1.852, 3.765, 2.326], [-0.641, 3.278, 2.566], [4.292, 0.350, 4.302], [3.013, 0.258, 2.175], [1.080, 2.660, 5.976], [-1.261, 1.893, 5.568], [-3.897, 4.031, 2.945], [-1.985, 4.275, 1.378], [5.132, -1.376, 0.879], [4.098, -1.354, 0.201], [3.050, -0.678, 0.418], [4.049, -2.243, -1.043], [3.049, -2.085, -1.997], [3.007, -2.893, -3.123], [3.981, -3.864, -3.263], [4.991, -4.051, -2.334], [5.020, -3.223, -1.225], [3.948, -4.735, -4.452], [4.799, -5.601, -4.550], [3.078, -4.541, -5.278], [2.296, -1.320, -1.855], [2.237, -2.783, -3.872], [5.727, -4.825, -2.490], [5.793, -3.316, -0.474]],
  "e_tot_ev": -194477.514,
  "homo_energy_ev": -3.8,
  "charge": -1,
  "lumo_ev": 1.77,
  "gap_ev": 5.61,
  "relative_energy_kj_mol": 0.0
}



Entry 7:
{
  "formula": "C5H11O2S",
  "method": "wB97M-V/def2-TZVPD",
  "symbols": ["C", "S", "C", "H", "H", "H", "H", "H", "H", "C", "C", "C", "O", "O", "H", "H", "H", "H", "H"],
  "xyz": [[-1.952, 1.876, -0.603], [-0.897, 2.647, 0.678], [0.773, 2.321, -0.043], [-2.695, 1.261, -0.111], [-1.280, 1.293, -1.228], [-2.360, 2.685, -1.207], [0.693, 1.726, -0.940], [1.245, 1.812, 0.800], [1.306, 3.269, -0.120], [0.570, -1.339, 0.003], [-0.616, -2.163, 0.472], [1.935, -2.122, 0.234], [2.750, -1.547, 0.979], [1.987, -3.225, -0.354], [0.558, -0.952, -1.020], [0.719, -0.431, 0.593], [-0.332, -2.768, 1.339], [-1.003, -2.829, -0.298], [-1.401, -1.515, 0.825]],
  "e_tot_ev": -20294.610,
  "homo_energy_ev": -3.8,
  "charge": -1,
  "lumo_ev": 2.92,
  "gap_ev": 6.69,
  "relative_energy_kj_mol": 80.1
}



Entry 8:
{
  "formula": "C20H51N7O5P2",
  "method": "wB97M-V/def2-TZVPD",
  "symbols": ["C", "N", "C", "P", "O", "N", "C", "C", "N", "C", "C", "H", "H", "H", "H", "H", "H", "H", "H", "H", "H", "H", "H", "H", "H", "H", "H", "H", "H", "C", "N", "C", "P", "O", "N", "C", "C", "N", "C", "C", "H", "H", "H", "H", "H", "H", "H", "H", "H", "H", "H", "H", "H", "H", "H", "H", "H", "H", "C", "C", "N", "C", "C", "C", "O", "C", "O", "C", "C", "O", "H", "H", "H", "H", "H", "H", "H", "H", "H", "H", "H", "H", "H", "H", "H"],
  "xyz": [[1.223, -1.153, 1.118], [0.098, -0.307, 0.772], [0.060, 0.854, 1.661], [-1.421, -0.864, 0.237], [-2.057, 0.354, -0.333], [-1.231, -1.823, -1.188], [0.079, -2.228, -1.664], [-2.087, -1.448, -2.307], [-1.545, -2.248, 1.265], [-2.339, -3.394, 0.783], [-2.108, -1.859, 2.584], [1.076, -1.701, 2.062], [2.114, -0.536, 1.232], [1.468, -1.871, 0.344], [-0.115, 0.573, 2.709], [-0.727, 1.542, 1.356], [1.006, 1.396, 1.612], [0.741, -1.376, -1.864], [-0.027, -2.798, -2.588], [0.565, -2.908, -0.961], [-1.697, -0.590, -2.868], [-3.090, -1.201, -1.968], [-2.177, -2.296, -2.991], [-3.339, -3.109, 0.445], [-2.445, -4.111, 1.599], [-1.831, -3.910, -0.024], [-3.146, -1.523, 2.507], [-1.522, -1.052, 3.027], [-2.066, -2.703, 3.272], [-6.448, 0.990, -5.167], [-5.746, 2.245, -4.982], [-4.391, 2.146, -5.518], [-5.919, 3.273, -3.627], [-5.316, 4.551, -4.090], [-7.570, 3.751, -3.433], [-8.632, 3.148, -4.215], [-7.788, 5.186, -3.293], [-6.035, 2.045, -2.423], [-6.795, 2.353, -1.197], [-4.677, 1.617, -1.991], [-6.095, 0.190, -4.501], [-6.297, 0.652, -6.195], [-7.520, 1.089, -5.040], [-3.780, 1.408, -4.979], [-3.888, 3.110, -5.460], [-4.422, 1.857, -6.570], [-8.480, 3.260, -5.297], [-9.586, 3.612, -3.958], [-8.752, 2.090, -3.973], [-7.779, 5.710, -4.256], [-7.029, 5.637, -2.659], [-8.756, 5.357, -2.814], [-6.482, 3.287, -0.724], [-6.643, 1.540, -0.484], [-7.860, 2.401, -1.396], [-4.136, 2.410, -1.469], [-4.078, 1.313, -2.851], [-4.743, 0.756, -1.329], [11.346, -2.054, 3.209], [10.070, -2.084, 4.068], [8.851, -1.916, 3.273], [7.648, -2.438, 3.947], [6.397, -1.567, 3.904], [5.682, -1.558, 2.540], [4.261, -1.731, 2.665], [3.645, -0.786, 3.397], [3.649, 0.387, 3.164], [8.730, -0.581, 2.779], [8.927, 0.602, 3.699], [8.483, -0.394, 1.620], [11.077, -2.055, 2.155], [11.941, -2.939, 3.425], [11.943, -1.173, 3.441], [10.132, -1.358, 4.890], [10.001, -3.062, 4.545], [7.374, -3.407, 3.520], [7.881, -2.642, 4.997], [6.539, -0.557, 4.288], [5.690, -2.035, 4.596], [5.887, -0.612, 2.039], [6.096, -2.331, 1.898], [3.070, -1.159, 4.255], [8.433, 1.450, 3.229], [9.979, 0.846, 3.847], [8.455, 0.459, 4.672]],
  "e_tot_ev": -60812.020,
  "smiles": "CN(C)P(=O)(N(C)C)N(C)C.CN(C)P(=O)(N(C)C)N(C)C.CCN(CCCOC=O)C(C)=O",
  "homo_energy_ev": -8.2,
  "lumo_ev": 0.55,
  "gap_ev": 8.74
}